Record 1
Formula: C30H51BrN7
Source: the Open Molecules 2025 dataset
Level of theory: wB97M-V/def2-TZVPD

CARTESIAN COORDINATES (ANGSTROEM)
C (2.489, 0.285, 2.042)
C (2.554, 1.729, 1.552)
C (2.121, 1.922, 0.097)
C (0.602, 2.046, -0.115)
C (0.020, 0.949, -1.002)
C (-1.478, 1.094, -1.286)
C (-2.403, 1.150, -0.056)
C (-3.140, -0.151, 0.290)
C (-4.101, -0.554, -0.853)
C (-5.028, 0.520, -1.415)
C (-5.952, 1.224, -0.442)
Br (-6.097, -0.362, -2.805)
N (-3.866, 0.059, 1.542)
C (-4.593, -1.093, 2.035)
C (-3.783, -2.391, 2.095)
N (-2.937, -2.569, 0.857)
C (-2.117, -1.286, 0.475)
N (-1.124, -1.027, 1.439)
H (2.990, -0.382, 1.333)
H (2.982, 0.175, 3.010)
H (1.460, -0.069, 2.161)
H (3.573, 2.102, 1.679)
H (1.924, 2.361, 2.188)
H (2.493, 1.084, -0.500)
H (2.614, 2.809, -0.305)
H (0.108, 2.057, 0.862)
H (0.371, 3.008, -0.584)
H (0.534, 0.986, -1.969)
H (0.253, -0.035, -0.578)
H (-1.792, 0.282, -1.952)
H (-1.630, 2.002, -1.875)
H (-1.836, 1.461, 0.822)
H (-3.174, 1.907, -0.199)
H (-4.732, -1.403, -0.568)
H (-3.488, -0.906, -1.687)
H (-4.448, 1.243, -1.988)
H (-5.383, 1.636, 0.393)
H (-6.684, 0.524, -0.032)
H (-6.492, 2.023, -0.946)
H (-3.260, 0.472, 2.241)
H (-5.487, -1.244, 1.427)
H (-4.946, -0.890, 3.047)
H (-3.083, -2.408, 2.931)
H (-4.429, -3.266, 2.163)
H (-3.513, -2.868, 0.068)
H (-2.253, -3.308, 1.026)
H (-1.636, -1.545, -0.470)
H (-0.320, -1.641, 1.389)
H (-1.428, -0.941, 2.399)
N (3.143, -3.366, -0.103)
C (1.959, -3.280, 0.567)
C (0.957, -3.281, -0.370)
C (1.559, -3.372, -1.654)
C (2.912, -3.431, -1.452)
H (4.045, -3.437, 0.335)
H (1.931, -3.248, 1.643)
H (-0.102, -3.268, -0.160)
H (1.064, -3.411, -2.609)
H (3.721, -3.536, -2.156)
N (4.607, -0.537, -2.538)
C (3.857, 0.508, -3.001)
C (4.688, 1.365, -3.670)
C (5.998, 0.814, -3.604)
C (5.916, -0.357, -2.900)
H (4.240, -1.309, -2.013)
H (2.796, 0.546, -2.824)
H (4.393, 2.283, -4.150)
H (6.897, 1.232, -4.026)
H (6.676, -1.071, -2.630)
N (-0.581, -3.169, 5.093)
C (0.204, -3.082, 3.971)
C (1.422, -2.579, 4.348)
C (1.369, -2.349, 5.748)
C (0.126, -2.723, 6.177)
H (-1.507, -3.553, 5.142)
H (-0.142, -3.437, 3.014)
H (2.264, -2.408, 3.698)
H (2.161, -1.968, 6.371)
H (-0.308, -2.721, 7.162)
N (0.437, 5.801, -3.581)
C (0.356, 4.506, -3.149)
C (1.633, 4.049, -2.956)
C (2.518, 5.111, -3.288)
C (1.748, 6.177, -3.669)
H (-0.346, 6.387, -3.809)
H (-0.598, 4.022, -3.021)
H (1.911, 3.063, -2.620)
H (3.594, 5.092, -3.250)
H (2.025, 7.164, -3.995)

- strongest force on any atom (Eh/bohr) = 0.0070
- HOMO (eV) = -9.83
- charge = +1
- LUMO level (hartree) = -0.106
- DFT total energy (Ha) = -4130.780915
- frontier orbital gap (eV) = 6.9


Record 2
Formula: C4H10N2
Source: the Open Molecules 2025 dataset
Level of theory: wB97M-V/def2-TZVPD

CARTESIAN COORDINATES (ANGSTROEM)
C (1.300, -0.982, 0.470)
C (0.046, -0.180, 0.056)
C (0.354, 1.121, -0.783)
C (-1.793, 1.722, 0.077)
N (-1.058, 1.719, -1.012)
N (0.678, -2.501, 0.704)
H (1.617, -0.633, 1.378)
H (2.173, -0.982, -0.243)
H (-0.566, -0.797, -0.710)
H (-0.384, 0.144, 1.028)
H (0.862, 1.053, -1.748)
H (0.803, 2.051, -0.389)
H (-2.395, 2.650, 0.264)
H (-2.269, 0.822, 0.491)
H (0.975, -2.919, -0.157)
H (-0.342, -2.288, 0.572)

- strongest force on any atom (Eh/bohr) = 0.0846
- HOMO (spin up / spin down) (eV) = -0.05 / -1.96
- charge = -1
- LUMO level (spin up / spin down) (hartree) = 0.157 / 0.153
- DFT total energy (Ha) = -267.760340
- frontier orbital gap (spin up / spin down) (eV) = 4.3 / 6.1
- 2S+1 = 2


Record 3
Formula: C31H30BrCaClN2O2S3
Source: the Open Molecules 2025 dataset
Level of theory: wB97M-V/def2-TZVPD

CARTESIAN COORDINATES (ANGSTROEM)
Ca (0.184, 0.405, -0.452)
Cl (5.620, -0.397, 4.361)
C (4.573, -0.182, 2.984)
C (5.082, -0.336, 1.706)
C (4.229, -0.187, 0.639)
C (2.852, 0.126, 0.783)
O (2.120, 0.237, -0.253)
C (2.376, 0.298, 2.119)
C (0.993, 0.725, 2.469)
N (-0.058, 0.328, 1.668)
C (-1.287, 0.213, 2.164)
C (-1.668, 0.192, 3.524)
C (-2.984, 0.051, 3.919)
C (-4.013, -0.050, 3.004)
C (-3.718, -0.009, 1.636)
C (-4.711, -0.045, 0.633)
C (-4.353, 0.022, -0.688)
C (-2.993, 0.114, -1.005)
N (-2.049, 0.158, -0.095)
C (-2.362, 0.104, 1.201)
C (3.247, 0.140, 3.187)
H (6.128, -0.562, 1.558)
H (4.598, -0.292, -0.373)
H (0.847, 0.547, 3.546)
H (-0.914, 0.270, 4.294)
H (-3.212, 0.027, 4.981)
H (-5.044, -0.141, 3.321)
H (-5.750, -0.120, 0.933)
H (-5.097, 0.007, -1.474)
H (-2.662, 0.154, -2.034)
H (2.878, 0.287, 4.196)
C (-1.245, -6.254, -4.444)
C (0.001, -5.467, -4.876)
C (1.254, -6.234, -4.428)
C (0.012, -5.397, -6.405)
C (-0.012, -4.094, -4.218)
C (-0.014, -4.013, -2.831)
C (-0.022, -2.789, -2.209)
Br (-0.001, -2.740, -0.279)
C (-0.041, -1.535, -2.877)
O (-0.092, -0.450, -2.227)
C (-0.022, -1.641, -4.306)
C (-0.011, -2.888, -4.911)
C (-0.006, -0.418, -5.229)
C (0.009, 0.931, -4.507)
C (-1.260, -0.444, -6.121)
C (1.258, -0.469, -6.106)
H (-1.241, -7.248, -4.893)
H (-2.147, -5.734, -4.759)
H (-1.276, -6.364, -3.365)
H (1.265, -7.233, -4.864)
H (1.282, -6.330, -3.347)
H (2.150, -5.706, -4.743)
H (0.013, -6.406, -6.818)
H (0.901, -4.883, -6.762)
H (-0.870, -4.879, -6.776)
H (-0.010, -4.900, -2.217)
H (-0.002, -2.916, -5.991)
H (-0.894, 1.072, -3.919)
H (0.070, 1.733, -5.245)
H (0.859, 1.008, -3.835)
H (-2.151, -0.417, -5.498)
H (-1.304, -1.340, -6.736)
H (-1.274, 0.425, -6.779)
H (2.139, -0.452, -5.469)
H (1.294, 0.396, -6.768)
H (1.295, -1.368, -6.718)
S (1.848, 5.045, 1.252)
C (1.075, 3.578, 1.097)
S (0.210, 3.138, -0.268)
S (1.092, 2.689, 2.620)

- strongest force on any atom (Eh/bohr) = 0.0568
- HOMO (eV) = -1.48
- charge = -2
- LUMO level (hartree) = 0.140
- DFT total energy (Ha) = -6365.866872
- frontier orbital gap (eV) = 5.3